This record from the Open Molecules 2025 dataset describes 8 unconnected molecules or ions with the total composition C30H39F9N9O3PS. The level of theory is the ωB97M-V functional and the def2-TZVPD basis.

Last column: Löwdin charge in e.
Geometry (Å):
S1 -5.570 1.079 3.519  0.919
P1 -2.059 0.742 -3.491  0.736
F1 -7.185 0.985 3.865  -0.175
F2 -3.512 -1.451 2.223  0.101
F3 -5.684 -1.548 3.593  0.097
F4 -5.504 2.472 4.359  -0.143
F5 -7.043 -0.707 2.091  0.071
F6 -3.962 1.167 3.335  -0.134
F7 -5.882 1.978 2.177  -0.156
F8 -5.310 0.297 4.948  -0.168
F9 -4.311 0.102 0.711  0.094
O1 -1.577 -4.583 1.360  0.113
O2 2.257 1.277 -0.725  -0.176
O3 2.059 -2.609 -0.252  0.103
N1 1.095 3.580 -4.345  0.128
N2 6.633 7.412 3.910  0.132
N3 -3.392 0.422 -4.302  -0.334
N4 -9.690 0.592 -1.809  0.120
N5 5.776 2.514 2.960  0.136
N6 0.267 -3.122 1.192  0.153
N7 7.178 -5.549 0.062  0.112
N8 -3.422 -3.942 -3.476  0.156
N9 5.424 0.215 -0.394  0.145
C1 4.797 -4.482 -0.276  -0.076
C2 0.842 -0.182 -2.216  -0.102
C3 2.105 0.632 0.547  -0.277
C4 0.896 -2.546 0.030  -0.366
C5 -0.330 -1.928 -0.694  -0.003
C6 5.294 3.563 3.076  -0.258
C7 -1.813 -0.585 -2.182  -0.234
C8 6.138 -5.084 -0.086  -0.279
C9 1.053 1.229 -1.494  -0.200
C10 -5.750 -0.570 2.626  -0.358
C11 4.684 4.904 3.227  -0.067
C12 -5.188 -2.107 0.683  -0.060
C13 -3.866 -6.408 -2.672  -0.060
C14 -1.059 -3.605 0.896  -0.362
C15 3.276 2.429 -5.260  -0.059
C16 -3.027 -1.245 -1.665  -0.017
C17 2.726 1.437 1.741  -0.085
C18 -4.058 -3.017 0.068  -0.113
C19 8.457 6.839 2.104  -0.056
C20 -2.895 -2.254 -0.622  -0.139
C21 7.429 7.162 3.121  -0.257
C22 6.309 0.038 0.320  -0.262
C23 -4.621 -0.918 1.581  -0.394
C24 -1.538 -2.578 -0.168  0.005
C25 7.463 -0.192 1.234  -0.072
C26 -8.721 1.631 0.405  -0.070
C27 -3.616 -5.019 -3.125  -0.263
C28 -9.267 1.046 -0.843  -0.271
C29 2.047 3.077 -4.745  -0.271
C30 -0.454 -0.891 -1.708  -0.134
H1 -7.642 1.749 0.319  0.064
H2 8.270 0.498 0.990  0.076
H3 0.721 0.044 -3.314  0.077
H4 5.330 5.539 3.833  0.029
H5 2.643 -0.357 0.515  0.093
H6 -2.277 2.005 -2.838  0.011
H7 3.629 2.957 -6.145  0.079
H8 0.172 1.511 -0.848  0.128
H9 -8.941 0.980 1.250  0.070
H10 4.053 2.451 -4.497  0.084
H11 0.821 -3.830 1.685  0.154
H12 1.151 2.039 -2.270  0.091
H13 -9.173 2.607 0.582  0.083
H14 9.430 6.732 2.582  0.082
H15 4.497 -4.567 -1.320  0.081
H16 -5.778 -2.753 1.393  0.131
H17 8.509 7.637 1.364  0.081
H18 3.065 1.393 -5.524  0.079
H19 7.156 -0.028 2.267  0.063
H20 1.024 0.414 0.766  0.118
H21 7.823 -1.215 1.126  0.074
H22 3.147 0.713 2.493  0.078
H23 4.552 5.363 2.247  0.084
H24 3.577 2.085 1.421  0.049
H25 4.067 -4.999 0.346  0.075
H26 4.820 -3.429 0.003  0.067
H27 -3.730 -3.725 0.867  0.111
H28 -4.042 -0.988 -2.052  0.115
H29 -3.171 0.322 -5.294  -0.051
H30 1.758 -0.821 -2.088  0.126
H31 8.201 5.905 1.603  0.079
H32 -4.706 -6.830 -3.223  0.081
H33 -4.098 -6.414 -1.607  0.075
H34 1.912 2.034 2.235  0.073
H35 -5.929 -1.715 -0.058  0.137
H36 -2.982 -7.019 -2.848  0.080
H37 3.712 4.817 3.712  0.083
H38 -4.538 -3.657 -0.730  0.116
H39 -0.931 0.848 -4.351  0.002

## Properties
**Kohn-Sham gap**: 7.605 eV
**Relative energy (zero: lowest compared OMol25 entry of this formula, charge and spin)**: 65.0 kcal per mole
**Highest occupied orbital energy**: -8.3 eV


This record from the Open Molecules 2025 dataset describes 13 unconnected molecules or ions with the total composition C43H103N9O17. The level of theory is the ωB97M-V functional and the def2-TZVPD basis.

Last column: Löwdin charge in e.
Geometry (Å):
O1 -18.437 -31.790 -15.243  -0.173
O2 -19.390 -30.534 -4.038  0.015
O3 -16.016 -22.690 -1.717  -0.199
O4 -21.790 -26.571 -6.499  -0.201
O5 -19.573 -23.927 -1.791  -0.225
O6 -23.021 -28.727 -4.805  -0.195
O7 -18.902 -28.208 -11.126  0.031
O8 -23.991 -29.042 -12.854  0.070
O9 -18.528 -32.698 -7.614  0.002
O10 -15.746 -30.796 -1.127  -0.213
O11 -18.972 -32.668 -12.194  -0.191
O12 -20.099 -33.623 0.406  0.010
O13 -16.755 -32.147 1.338  -0.203
O14 -15.421 -27.143 -4.680  0.009
O15 -15.041 -29.777 -7.101  0.018
O16 -15.980 -34.182 -4.078  0.033
O17 -20.112 -28.891 1.944  0.007
N1 -13.743 -26.136 -5.739  0.027
N2 -17.898 -28.790 -4.224  0.021
N3 -16.714 -30.819 -8.053  0.005
N4 -23.480 -28.341 -10.824  -0.008
N5 -20.678 -33.309 -8.169  0.029
N6 -19.795 -27.170 0.631  0.023
N7 -17.115 -35.747 -5.162  0.020
N8 -18.320 -26.232 -10.172  0.020
N9 -20.974 -31.574 0.260  0.026
C1 -15.980 -36.439 -5.861  -0.032
C2 -12.978 -26.029 -4.472  -0.045
C3 -18.471 -33.318 -13.372  -0.172
C4 -18.291 -27.140 -11.168  -0.560
C5 -17.807 -28.144 1.806  0.016
C6 -18.032 -32.491 -11.104  -0.082
C7 -17.412 -28.793 -2.885  -0.072
C8 -14.566 -31.288 -1.655  -0.131
C9 -16.929 -33.023 2.494  -0.081
C10 -19.058 -26.398 -8.902  -0.043
C11 -17.672 -30.807 -16.064  -0.079
C12 -23.135 -26.739 -6.224  -0.194
C13 -17.119 -23.384 -1.251  -0.231
C14 -15.641 -26.665 -7.045  -0.006
C15 -20.676 -23.625 -2.563  -0.137
C16 -17.619 -32.388 -14.245  -0.212
C17 -21.860 -30.599 -0.208  -0.114
C18 -24.302 -28.474 -11.844  -0.615
C19 -18.335 -23.337 -2.302  -0.113
C20 -21.844 -33.241 -1.216  -0.011
C21 -19.312 -28.150 1.390  -0.532
C22 -15.815 -30.721 -7.109  -0.555
C23 -14.945 -22.603 -0.691  -0.050
C24 -16.853 -31.695 -1.102  -0.148
C25 -16.621 -32.772 0.055  -0.175
C26 -23.253 -27.335 -4.781  -0.207
C27 -14.928 -26.676 -5.732  -0.557
C28 -25.532 -27.638 -11.697  -0.003
C29 -22.115 -28.774 -10.887  -0.059
C30 -20.901 -32.845 -0.119  -0.543
C31 -17.027 -34.710 -4.361  -0.617
C32 -16.873 -29.893 -9.091  -0.095
C33 -18.248 -34.202 -3.657  0.019
C34 -15.772 -31.746 -5.934  0.032
C35 -21.350 -32.046 -7.887  -0.032
C36 -22.602 -29.314 -3.569  -0.090
C37 -19.130 -29.570 -6.207  0.036
C38 -18.824 -29.666 -4.673  -0.520
C39 -17.461 -26.747 -12.336  -0.008
C40 -19.391 -33.521 -7.948  -0.504
C41 -19.042 -26.158 -0.105  -0.075
C42 -18.933 -34.986 -8.111  0.020
C43 -21.061 -25.524 -5.813  -0.076
H1 -19.700 -28.673 -6.447  0.067
H2 -16.423 -29.250 -2.855  0.085
H3 -25.540 -26.785 -12.377  0.087
H4 -17.667 -28.946 2.531  0.081
H5 -16.593 -30.876 -16.200  0.077
H6 -19.659 -30.443 -6.591  0.041
H7 -21.182 -34.137 -8.452  0.139
H8 -17.398 -33.535 0.040  0.100
H9 -18.566 -33.255 -4.093  0.081
H10 -18.586 -31.986 -10.313  0.065
H11 -21.366 -24.468 -2.540  0.088
H12 -22.682 -26.738 -4.070  0.109
H13 -17.219 -28.403 0.925  0.074
H14 -16.408 -33.971 2.360  0.077
H15 -18.144 -35.316 -7.435  0.052
H16 -13.540 -25.773 -3.574  0.078
H17 -20.324 -31.240 0.956  0.137
H18 -17.577 -25.694 -12.594  0.081
H19 -19.382 -25.475 -8.421  0.071
H20 -15.834 -36.111 -6.891  0.068
H21 -19.096 -34.887 -3.675  0.077
H22 -16.821 -24.421 -1.093  0.109
H23 -18.164 -29.485 -6.705  0.051
H24 -19.122 -26.225 -1.190  0.078
H25 -14.124 -30.545 -2.318  0.077
H26 -17.863 -25.342 -10.309  0.130
H27 -17.314 -31.687 -11.270  0.068
H28 -17.843 -34.151 -13.057  0.112
H29 -20.455 -23.697 -3.628  0.065
H30 -21.300 -30.047 -0.963  0.083
H31 -18.009 -26.223 0.236  0.067
H32 -17.771 -30.171 -9.643  0.061
H33 -20.796 -27.034 0.645  0.143
H34 -21.671 -28.266 -10.031  0.067
H35 -17.127 -31.637 -13.628  0.118
H36 -18.026 -36.176 -5.249  0.125
H37 -16.656 -32.381 -5.986  0.050
H38 -21.088 -22.634 -2.372  0.097
H39 -13.314 -25.762 -6.574  0.141
H40 -22.866 -33.019 -0.910  0.079
H41 -18.666 -35.252 -9.134  0.079
H42 -26.458 -28.167 -11.921  0.088
H43 -16.417 -32.585 3.351  0.076
H44 -21.841 -34.257 -1.612  0.079
H45 -16.045 -37.527 -5.870  0.081
H46 -22.482 -30.392 -3.453  0.084
H47 -14.121 -22.002 -1.075  0.087
H48 -20.417 -24.971 -6.496  0.071
H49 -17.254 -28.310 -4.835  0.097
H50 -16.384 -26.887 -12.255  0.086
H51 -21.913 -29.785 -10.533  0.079
H52 -17.471 -31.485 -8.001  0.060
H53 -17.795 -31.162 -0.975  0.114
H54 -21.588 -32.786 -2.173  0.078
H55 -17.739 -27.405 -13.159  0.084
H56 -18.390 -26.962 -8.251  0.057
H57 -18.158 -29.222 -2.216  0.076
H58 -24.280 -27.281 -4.422  0.120
H59 -16.266 -27.536 -7.243  0.046
H60 -21.149 -31.810 -6.841  0.087
H61 -23.633 -25.777 -6.107  0.115
H62 -14.620 -23.559 -0.281  0.084
H63 -22.404 -32.242 -8.079  0.091
H64 -19.280 -25.155 0.248  0.082
H65 -21.704 -24.827 -5.277  0.074
H66 -17.954 -23.763 -3.231  0.121
H67 -17.867 -34.104 -2.641  0.079
H68 -21.587 -28.918 -3.546  0.073
H69 -17.454 -27.175 2.158  0.075
H70 -16.130 -30.057 -9.871  0.094
H71 -21.124 -31.259 -8.606  0.080
H72 -20.464 -26.017 -5.045  0.087
H73 -14.931 -32.397 -6.176  0.083
H74 -12.227 -25.240 -4.526  0.078
H75 -19.811 -35.594 -7.888  0.071
H76 -23.107 -28.838 -2.729  0.081
H77 -19.950 -27.009 -9.041  0.069
H78 -18.500 -22.281 -2.514  0.116
H79 -17.409 -27.753 -2.558  0.074
H80 -22.187 -29.946 0.601  0.085
H81 -17.569 -33.427 -10.791  0.090
H82 -16.191 -25.732 -7.163  0.085
H83 -21.681 -28.507 -11.850  0.095
H84 -25.510 -27.154 -10.721  0.068
H85 -15.623 -31.169 -5.022  0.080
H86 -23.640 -27.371 -6.955  0.127
H87 -12.543 -27.014 -4.301  0.088
H88 -15.428 -22.109 0.152  0.077
H89 -23.734 -27.514 -10.304  0.120
H90 -16.975 -28.831 -8.868  0.065
H91 -16.806 -32.250 -2.038  0.090
H92 -15.668 -33.257 -0.157  0.114
H93 -13.726 -31.447 -0.979  0.089
H94 -15.117 -35.964 -5.394  0.079
H95 -22.792 -30.897 -0.689  0.077
H96 -19.378 -33.667 -13.865  0.130
H97 -16.859 -32.941 -14.796  0.118
H98 -17.974 -33.245 2.712  0.079
H99 -14.823 -32.064 -2.376  0.085
H100 -17.881 -29.790 -15.730  0.072
H101 -17.366 -22.982 -0.268  0.116
H102 -14.881 -26.670 -7.826  0.084
H103 -17.951 -30.724 -17.115  0.072

## Properties
**Kohn-Sham gap**: 8.860 eV
**Relative energy (zero: lowest compared OMol25 entry of this formula, charge and spin)**: 96.3 kcal per mole
**Highest occupied orbital energy**: -8.6 eV


This record from the Open Molecules 2025 dataset describes 6 unconnected molecules or ions with the total composition C5H24N3O5. The level of theory is the ωB97M-V functional and the def2-TZVPD basis.

Last column: natural (NBO) charge in e.
Geometry (Å):
O1 -3.100 0.051 -2.393  -0.995
O2 -0.140 -1.402 -2.656  -0.979
O3 -0.080 0.731 -3.822  -0.971
O4 -1.984 2.815 -1.416  -0.929
O5 0.891 2.477 0.032  -0.989
N1 2.544 0.738 1.621  -0.856
N2 -1.514 -2.584 -0.156  -0.845
N3 -0.200 0.266 -0.226  -0.722
C1 1.880 -0.455 2.156  -0.040
C2 2.380 -0.835 3.536  -0.648
C3 0.314 -0.188 2.142  -0.437
C4 -0.319 -0.685 0.849  -0.019
C5 -0.935 -1.870 0.887  0.050
H1 -0.953 -1.149 -3.098  0.498
H2 -0.897 0.792 -4.325  0.481
H3 0.747 0.767 -0.193  0.501
H4 0.369 -2.067 -3.130  0.509
H5 -1.321 -2.323 -1.115  0.402
H6 2.488 0.077 4.111  0.216
H7 -3.947 0.355 -2.735  0.507
H8 0.218 3.165 -0.015  0.513
H9 3.428 -1.075 3.357  0.218
H10 2.032 -1.233 1.421  0.185
H11 2.106 1.562 2.001  0.362
H12 0.583 1.347 -4.146  0.491
H13 -3.176 -0.643 -1.728  0.495
H14 2.008 -1.715 4.093  0.232
H15 1.667 2.577 -0.530  0.509
H16 0.033 0.877 2.157  0.198
H17 -2.357 2.560 -0.555  0.448
H18 -2.206 1.932 -1.799  0.482
H19 -1.895 -3.491 0.013  0.406
H20 -0.332 -0.140 -1.156  0.465
H21 -0.968 0.950 -0.031  0.422
H22 -0.034 -0.526 3.121  0.245
H23 3.511 0.830 1.938  0.369
H24 -0.843 -2.491 1.795  0.224

## Properties
**Net charge**: +1
**Kohn-Sham gap**: 8.764 eV
**Relative energy (zero: lowest compared OMol25 entry of this formula, charge and spin)**: 86.7 kcal per mole
**Highest occupied orbital energy**: -11.6 eV